A:
DFT (ωB97M-V/def2-TZVPD) results for a single C4H9NO2 molecule.

Values from the calculation:
HOMO level   -9.9 eV
Molecular weight   103.1 g/mol
SMILES   C[C@@H](CO)NC=O
HOMO-LUMO gap   10.6 eV
Spin multiplicity   1
Net charge   0

Structure (XYZ):
```
16
Properties=species:S:1:pos:R:3:mulliken_charge:R:1
C -1.20 -0.19 -1.41 -1.40
C -0.37 -0.49 -0.16 0.55
C 1.11 -0.60 -0.51 -0.74
O 1.88 -1.18 0.51 -0.57
N -0.67 0.55 0.83 -0.14
C 0.15 1.23 1.66 -0.01
O 1.37 1.11 1.77 -0.65
H -2.27 -0.12 -1.18 0.38
H -1.07 -0.97 -2.16 0.36
H -0.89 0.77 -1.84 0.36
H -0.68 -1.46 0.26 0.11
H 1.18 -1.27 -1.38 0.38
H 1.50 0.38 -0.81 0.36
H 2.00 -0.47 1.16 0.42
H -1.65 0.76 0.95 0.24
H -0.39 1.96 2.29 0.33
```



B:
DFT (ωB97M-V/def2-TZVPD) results for 2 unconnected molecules or ions with the total composition C4H9NO2.

Values from the calculation:
HOMO level (spin up / spin down)   -9.4 / -9.4 eV
Molecular weight   103.1 g/mol
HOMO-LUMO gap (spin up / spin down)   7.0 / 7.0 eV
Spin multiplicity   1
Net charge   0

Structure (XYZ):
```
16
Properties=species:S:1:pos:R:3:mulliken_charge:R:1
C 0.28 -1.15 -0.52 -0.14
C 0.36 2.32 0.07 -0.46
C 0.89 -1.62 0.78 -1.21
N -1.53 0.44 -0.23 -0.17
C -1.26 -0.85 -0.35 0.35
O 0.00 1.47 -0.97 -0.40
O -1.97 -1.85 -0.41 -0.58
H -2.46 0.72 -0.52 0.26
H 0.42 -1.88 -1.31 0.33
H 0.62 -0.11 -0.83 0.28
H -0.51 2.76 0.56 0.25
H 0.96 3.11 -0.40 0.27
H 0.99 1.83 0.82 0.25
H 0.53 -2.61 1.06 0.34
H 0.68 -0.92 1.60 0.32
H 1.98 -1.68 0.66 0.29
```



Order of stability, best first: A, B



A:
DFT (ωB97M-V/def2-TZVPD) results for a single C4H9NO2 molecule.

Values from the calculation:
HOMO level   -7.3 eV
Molecular weight   103.1 g/mol
HOMO-LUMO gap   7.9 eV
Spin multiplicity   1
Net charge   0

Structure (XYZ):
```
16
Properties=species:S:1:pos:R:3:mulliken_charge:R:1
C 1.77 0.21 -1.44 -1.09
C 1.07 -0.75 -0.53 0.73
N -0.42 -0.67 -0.53 -0.37
O 1.57 -1.53 0.24 -0.55
H -0.85 -1.59 -0.61 0.37
H -0.79 0.00 -1.20 0.34
H 1.32 1.20 -1.37 0.35
H 1.69 -0.17 -2.47 0.34
H 2.81 0.27 -1.15 0.30
C -0.96 -0.04 1.03 -0.04
C -2.23 0.42 1.09 -0.87
O 0.35 1.05 0.98 -0.60
H 0.72 1.04 1.87 0.25
H -0.61 -0.79 1.73 0.34
H -2.57 1.20 0.43 0.24
H -2.86 0.16 1.93 0.26
```



B:
DFT (ωB97M-V/def2-TZVPD) results for a single C4H9NO2 molecule.

Values from the calculation:
HOMO level   -9.9 eV
Molecular weight   103.1 g/mol
SMILES   C[C@@H](CO)NC=O
HOMO-LUMO gap   10.7 eV
Spin multiplicity   1
Net charge   0

Structure (XYZ):
```
16
Properties=species:S:1:pos:R:3:mulliken_charge:R:1
C -1.35 1.16 -0.19 -1.39
C -0.37 0.26 0.55 0.49
C -0.63 -1.21 0.22 -0.77
O 0.18 -2.11 0.92 -0.56
N 0.98 0.71 0.18 -0.18
C 1.90 0.09 -0.60 0.08
O 2.02 -1.11 -0.81 -0.63
H -1.16 2.22 0.02 0.39
H -2.39 0.94 0.09 0.36
H -1.25 1.01 -1.27 0.34
H -0.48 0.37 1.64 0.14
H -1.67 -1.42 0.49 0.39
H -0.54 -1.35 -0.87 0.38
H 1.04 -2.07 0.47 0.40
H 1.12 1.70 0.24 0.26
H 2.58 0.82 -1.08 0.30
```



C:
DFT (ωB97M-V/def2-TZVPD) results for 3 unconnected molecules or ions with the total composition C4H9NO2.

Values from the calculation:
HOMO level   -9.6 eV
Molecular weight   103.1 g/mol
HOMO-LUMO gap   10.3 eV
Spin multiplicity   1
Net charge   0

Structure (XYZ):
```
16
Properties=species:S:1:pos:R:3:mulliken_charge:R:1
N 1.41 0.51 1.30 -0.27
C 1.50 -0.79 0.95 0.67
O 1.98 -1.65 1.68 -0.65
C 0.96 -1.01 -0.46 -0.78
C -1.81 0.01 -0.18 -0.75
C -1.26 1.11 -0.99 0.00
O -0.51 1.97 -0.58 -0.54
H 1.79 0.80 2.18 0.20
H 0.88 1.16 0.73 0.20
H 1.77 -1.36 -1.09 0.36
H 0.33 -1.97 -0.36 0.20
H -2.09 -0.92 -0.68 0.29
H -1.35 -0.13 0.81 0.30
H -1.72 1.18 -1.99 0.36
H -2.70 0.67 -0.11 0.31
H 0.76 0.30 -1.06 0.11
```



D:
DFT (ωB97M-V/def2-TZVPD) results for 2 unconnected molecules or ions with the total composition C4H9NO2.

Values from the calculation:
HOMO level   -8.8 eV
Molecular weight   103.1 g/mol
HOMO-LUMO gap   9.9 eV
Spin multiplicity   1
Net charge   0

Structure (XYZ):
```
16
Properties=species:S:1:pos:R:3:mulliken_charge:R:1
C 1.64 0.77 -1.99 -0.71
N 1.02 1.43 -0.86 -0.51
C 1.63 1.40 0.25 -0.14
C -0.35 -0.44 1.08 -0.11
O -1.11 0.00 0.09 -0.39
O -1.01 -1.34 1.77 -0.16
C -2.35 -1.70 1.42 -0.60
H 2.69 0.49 -1.82 0.31
H 1.60 1.44 -2.86 0.25
H 1.06 -0.13 -2.22 0.23
H -0.57 0.69 -0.38 0.51
H 1.17 1.85 1.13 0.31
H 2.62 0.94 0.38 0.25
H -2.65 -2.44 2.16 0.22
H -2.39 -2.13 0.41 0.28
H -3.01 -0.83 1.44 0.27
```



Order of stability, best first: B, C, D, A



A:
DFT (ωB97M-V/def2-TZVPD) results for a single C4H9NO2 molecule.

Values from the calculation:
HOMO level   -8.9 eV
Molecular weight   103.1 g/mol
SMILES   C/N=C\OCCO
HOMO-LUMO gap   9.8 eV
Spin multiplicity   1
Net charge   0

Structure (XYZ):
```
16
Properties=species:S:1:pos:R:3:mulliken_charge:R:1
C -1.74 -0.31 -0.91 -0.75
N -1.60 0.89 -0.15 -0.41
C -0.92 1.16 0.88 0.07
O 0.14 0.55 1.49 -0.39
C 0.78 -0.62 0.90 -0.26
C 1.88 -0.21 -0.08 -0.45
O 1.37 0.43 -1.23 -0.52
H -2.60 -0.14 -1.56 0.26
H -0.84 -0.52 -1.49 0.28
H -1.98 -1.15 -0.24 0.32
H -1.78 1.77 1.21 0.39
H 1.22 -1.18 1.73 0.34
H 0.05 -1.26 0.41 0.17
H 2.61 0.41 0.44 0.29
H 2.41 -1.10 -0.44 0.33
H 0.99 1.28 -0.96 0.33
```



B:
DFT (ωB97M-V/def2-TZVPD) results for a single C4H9NO2 molecule.

Values from the calculation:
HOMO level   -9.6 eV
Molecular weight   103.1 g/mol
SMILES   C[C@@H](O)CC(N)=O
HOMO-LUMO gap   10.3 eV
Spin multiplicity   1
Net charge   0

Structure (XYZ):
```
16
Properties=species:S:1:pos:R:3:mulliken_charge:R:1
C -2.07 -0.05 -0.74 -1.31
C -0.58 0.22 -0.75 0.52
O -0.31 1.48 -0.13 -0.57
C 0.20 -0.84 0.02 -0.78
C 1.72 -0.77 -0.10 0.40
O 2.39 -1.75 -0.35 -0.63
N 2.24 0.46 0.18 -0.38
H -2.45 -0.02 0.29 0.32
H -2.30 -1.03 -1.17 0.36
H -2.61 0.71 -1.33 0.37
H -0.21 0.24 -1.79 0.26
H -0.69 2.18 -0.68 0.33
H -0.04 -0.73 1.08 0.36
H -0.11 -1.84 -0.29 0.31
H 3.16 0.49 0.59 0.22
H 1.60 1.22 0.35 0.23
```



Order of stability, best first: B, A



A:
DFT (ωB97M-V/def2-TZVPD) results for 2 unconnected molecules or ions with the total composition C3H9NO4.

Values from the calculation:
HOMO level   -9.2 eV
Molecular weight   123.1 g/mol
SMILES   O=C(O)NCCO.O
HOMO-LUMO gap   9.8 eV
Spin multiplicity   1
Net charge   0

Structure (XYZ):
```
17
Properties=species:S:1:pos:R:3:mulliken_charge:R:1
C 0.64 0.81 0.45 -0.45
C 1.23 0.65 -1.03 -0.52
O 1.73 -0.64 -1.15 -0.50
N -0.52 0.03 0.47 -0.02
C -1.70 0.69 0.89 0.51
O -1.65 2.12 0.85 -0.53
O -2.72 0.13 1.15 -0.58
H 1.29 0.46 1.23 0.30
H 0.44 1.94 0.73 0.31
H 0.38 0.65 -1.89 0.22
H 1.97 1.34 -1.22 0.40
H 2.71 -0.60 -0.74 0.33
H -0.55 -0.96 0.41 0.26
H -2.68 2.41 0.94 0.34
H -0.78 -2.93 -0.77 0.29
H 0.50 -3.21 -0.29 0.28
O -0.29 -2.89 -0.01 -0.63
```



B:
DFT (ωB97M-V/def2-TZVPD) results for 2 unconnected molecules or ions with the total composition C3H9NO4.

Values from the calculation:
HOMO level   -9.3 eV
Molecular weight   123.1 g/mol
SMILES   N[C@@H](CO)C(=O)O.O
HOMO-LUMO gap   9.8 eV
Spin multiplicity   1
Net charge   0

Structure (XYZ):
```
17
Properties=species:S:1:pos:R:3:mulliken_charge:R:1
O -0.83 2.41 -0.25 -0.51
C -1.14 1.60 0.53 0.35
O -1.95 1.74 1.58 -0.43
C -0.94 0.10 0.26 0.55
C -1.20 -0.80 1.48 -0.53
O -1.22 -2.08 0.98 -0.53
N 0.40 0.00 -0.34 -0.68
H -2.00 2.71 1.91 0.36
H -1.78 -0.18 -0.45 0.10
H -2.33 -0.53 1.81 0.28
H -0.22 -0.77 2.18 0.24
H -2.27 -2.46 1.01 0.35
H 0.83 -0.96 -0.34 0.24
H 0.36 0.39 -1.23 0.21
H 5.50 -0.44 -3.04 0.30
H 4.11 0.07 -2.96 0.33
O 4.66 -0.79 -3.12 -0.63
```



C:
DFT (ωB97M-V/def2-TZVPD) results for 2 unconnected molecules or ions with the total composition C3H9NO4.

Values from the calculation:
HOMO level   -9.4 eV
Molecular weight   123.1 g/mol
SMILES   CC(=O)ON.COO
HOMO-LUMO gap   9.9 eV
Spin multiplicity   1
Net charge   0

Structure (XYZ):
```
17
Properties=species:S:1:pos:R:3:mulliken_charge:R:1
C 1.04 -1.90 1.11 -0.50
O 0.37 -0.79 1.62 -0.23
O -0.96 -0.63 0.83 -0.38
H -1.45 -0.10 1.47 0.34
H 2.02 -1.87 1.60 0.27
H 0.52 -2.83 1.37 0.25
H 1.18 -1.82 0.03 0.24
C -1.22 0.35 -1.89 -1.08
C -0.70 0.98 -0.63 1.06
N 1.41 1.70 0.25 -0.53
O 0.74 0.99 -0.75 -0.25
O -1.23 1.89 -0.04 -0.64
H 1.66 1.04 0.99 0.26
H 0.74 2.38 0.62 0.29
H -2.06 -0.30 -1.63 0.28
H -1.59 1.14 -2.56 0.29
H -0.46 -0.25 -2.38 0.32
```



Order of stability, best first: A, B, C